Record 1
ORCA calculation (the ωB97M-V functional and the def2-TZVPD basis) on a structure of composition C34H36AlAsNO3 in a non-equilibrium geometry.

Properties
* charge: -1
* total energy: -110910.9690 eV
* Kohn-Sham gap (alpha / beta): 4.5017 / 4.1950 eV

Last column: Löwdin charge in e.
Element x y z (Å)
Al  -0.0417  0.6193  -1.5412  0.401
O  -1.2719  1.8882  -1.1582  -0.271
C  -2.3704  2.2024  -2.0167  -0.241
C  -3.3907  1.0831  -2.0725  -0.164
C  -2.7678  -0.2528  -2.4929  -0.156
C  -1.8413  -0.1444  -3.6646  -0.287
C  -2.2316  -0.4379  -4.9397  -0.085
C  -1.3397  -0.3219  -6.0259  -0.146
C  -0.0237  0.1165  -5.7228  -0.146
C  0.3292  0.4066  -4.4420  -0.162
N  -0.5416  0.3069  -3.3747  -0.020
H  -1.7884  2.0971  0.0356  0.066
H  -1.9964  2.4337  -3.0156  0.118
H  -2.8420  3.1027  -1.6120  0.115
H  -4.1618  1.3572  -2.7982  0.117
H  -3.8837  0.9866  -1.1016  0.108
H  -3.5734  -0.9448  -2.7494  0.112
H  -2.2667  -0.7368  -1.6360  0.109
H  -3.2495  -0.7811  -5.0909  0.101
H  -1.6445  -0.5604  -7.0347  0.070
H  0.7235  0.2331  -6.4976  0.088
H  1.3301  0.7413  -4.1964  0.095
C  0.9915  -1.1134  -1.0152  -0.282
H  0.3816  -1.6050  -0.2464  0.032
H  1.8914  -0.7598  -0.5138  0.022
O  -3.0688  4.1886  0.9160  0.005
C  -2.9966  3.0996  1.4493  -0.476
O  -2.4164  2.0317  1.0033  -0.042
H  -3.5394  2.9031  2.3874  0.117
C  -2.9212  2.5702  5.3873  -0.107
C  -1.7810  3.2992  5.0879  -0.091
C  -0.7995  2.7618  4.2629  -0.093
C  -0.9595  1.4959  3.7130  -0.391
C  -2.1224  0.7818  3.9938  -0.135
C  -3.0884  1.3044  4.8378  -0.101
As  0.3327  0.6529  2.5104  1.380
C  1.9069  1.6890  2.9614  -0.344
C  2.2792  2.9057  2.4113  -0.103
C  3.4591  3.5160  2.8174  -0.089
C  4.2713  2.8949  3.7584  -0.091
C  3.9134  1.6670  4.2958  -0.034
C  2.7275  1.0542  3.9052  -0.195
C  2.2198  -0.2407  4.3902  -0.195
C  2.8360  -1.0684  5.3233  -0.035
C  2.2448  -2.2685  5.6877  -0.094
C  1.0417  -2.6617  5.1132  -0.096
C  0.4262  -1.8456  4.1730  -0.103
C  1.0004  -0.6345  3.8218  -0.319
H  -3.6819  2.9888  6.0340  0.096
H  -1.6509  4.2944  5.4948  0.099
H  0.0926  3.3380  4.0520  0.094
H  -2.2796  -0.1906  3.5398  0.097
H  -3.9829  0.7322  5.0521  0.099
H  1.6530  3.3752  1.6616  0.105
H  3.7506  4.4683  2.3938  0.099
H  5.1946  3.3683  4.0687  0.097
H  4.5625  1.1916  5.0216  0.101
H  3.7792  -0.7790  5.7719  0.101
H  2.7270  -2.9076  6.4168  0.096
H  0.5906  -3.6058  5.3911  0.096
H  -0.5055  -2.1602  3.7165  0.097
C  -0.0650  -3.6391  -4.9099  -0.046
C  1.3595  -3.4908  -4.3528  -0.615
C  2.2516  -2.8263  -5.4090  -0.053
C  1.9268  -4.8748  -4.0087  -0.069
C  1.2963  -2.6480  -3.1480  -0.012
C  1.2282  -1.9660  -2.1536  -0.126
H  -0.0642  -4.2857  -5.7928  0.080
H  -0.4648  -2.6615  -5.1870  0.060
H  -0.7200  -4.0832  -4.1583  0.084
H  2.2851  -3.4388  -6.3150  0.079
H  3.2696  -2.7107  -5.0322  0.083
H  1.8588  -1.8434  -5.6615  0.058
H  2.0180  -5.4829  -4.9134  0.075
H  1.2716  -5.3940  -3.3072  0.079
H  2.9125  -4.7813  -3.5502  0.079

Record 2
ORCA calculation (the ωB97M-V functional and the def2-TZVPD basis) on a cluster of 2 separate species, C8H21NO4P in total in a non-equilibrium geometry.

Properties
* charge: +1
* total energy: -27595.8397 eV
* Kohn-Sham gap (alpha / beta): 7.1355 / 7.1374 eV

Last column: Löwdin charge in e.
Element x y z (Å)
C  1.5588  -2.0763  2.9210  -0.028
C  -1.9570  -3.4318  1.2250  -0.028
C  1.7194  1.3455  -0.9934  -0.091
C  -0.0653  1.1015  -2.6934  -0.093
C  -0.4918  2.3030  -0.5825  -0.172
C  1.2567  -0.7635  2.1046  -0.256
C  -2.2436  -2.3643  0.0999  -0.249
C  -0.6851  3.6232  -1.2732  -0.173
N  0.2978  1.3179  -1.3333  -0.270
O  1.4297  -1.8683  -0.5064  -0.149
O  0.5780  4.2890  -1.6772  -0.064
O  -0.0133  -0.8733  1.4516  -0.180
O  -1.1170  -2.0391  -0.6368  -0.109
P  0.1418  -1.4472  0.0064  0.758
H  0.6415  -2.5590  2.9476  0.027
H  2.2985  -2.7179  2.3282  0.115
H  2.0369  -1.9256  3.8761  0.083
H  -2.9521  -3.4762  1.7573  0.111
H  -1.6844  -4.4352  0.6318  0.138
H  -1.0592  -3.1046  1.8159  0.049
H  2.2328  0.4654  -1.4765  0.103
H  2.3042  2.3827  -1.0801  0.146
H  1.7684  1.1331  -0.0074  -0.002
H  0.7284  0.4411  -3.1502  0.104
H  -1.0550  0.3847  -2.8213  0.138
H  -0.2364  2.0652  -3.2381  0.096
H  -1.4226  1.8904  -0.5447  0.091
H  -0.1240  2.3114  0.4109  0.117
H  2.1537  -0.4783  1.3498  0.148
H  1.1463  0.2184  2.7368  0.161
H  -2.6191  -1.5739  0.6064  0.091
H  -2.8957  -2.8210  -0.5185  0.099
H  -1.1214  3.4374  -2.1540  0.061
H  -1.2310  4.2309  -0.5272  0.143
H  0.6810  5.0148  -1.0548  0.082

Record 3
ORCA calculation (the ωB97M-V functional and the def2-TZVPD basis) on a cluster of 9 separate species, C12H31F2N4O12 in total in a non-equilibrium geometry.

Properties
* charge: +1
* total energy: -48906.8584 eV
* Kohn-Sham gap: 7.6954 eV

Last column: Löwdin charge in e.
Element x y z (Å)
N  0.5251  -14.3359  -10.8245  0.316
H  0.0062  -13.4809  -10.6835  0.148
H  0.6819  -14.6263  -11.7791  0.106
H  0.3293  -15.1239  -10.2238  0.136
H  1.4694  -14.0612  -10.5948  0.075
N  1.4411  -17.4543  -6.7069  0.333
H  0.8977  -17.9426  -6.0095  0.155
H  0.7694  -17.4435  -7.4610  0.131
H  2.3087  -17.8483  -7.0418  0.091
H  1.7382  -16.5042  -6.5362  0.096
N  2.1216  -18.0860  -10.8003  0.307
H  1.9583  -17.1565  -11.1601  0.033
H  1.8203  -18.7653  -11.4842  0.145
H  1.4897  -18.1840  -10.0185  0.118
H  3.0838  -18.2989  -10.5789  0.055
N  4.5201  -15.4342  -8.8787  0.324
H  5.3871  -14.9168  -8.9036  0.087
H  4.3884  -15.9795  -9.7186  0.059
H  3.7126  -14.8293  -8.8321  0.057
H  4.4329  -16.0972  -8.1218  0.095
C  0.6490  -12.8283  -7.5232  -0.012
C  1.8355  -13.6757  -8.0241  -0.663
O  2.4494  -13.3440  -9.1417  -0.128
O  2.1148  -14.6969  -7.3526  -0.075
H  0.8727  -11.8176  -7.8644  0.074
H  0.6145  -12.6901  -6.4425  0.081
H  -0.2515  -13.1530  -8.0444  0.065
C  3.5630  -15.5888  -13.9508  0.003
C  2.9678  -15.6904  -12.5317  -0.713
O  1.8335  -16.1577  -12.4344  -0.101
O  3.6939  -15.6026  -11.5144  -0.028
H  4.2691  -16.3931  -14.1571  0.081
H  4.2704  -14.7620  -14.0146  0.077
H  2.8358  -15.6349  -14.7614  0.074
C  6.0455  -19.5262  -8.8093  0.011
C  4.8673  -18.5749  -9.0470  -0.793
O  4.6749  -18.0493  -10.1184  -0.037
O  4.0542  -18.3370  -8.1632  -0.066
H  6.1961  -19.6696  -7.7393  0.071
H  7.0186  -19.2240  -9.1966  0.069
H  5.6702  -20.4893  -9.1550  0.083
C  8.2276  -16.2455  -6.9382  -0.019
C  9.0408  -16.9693  -7.9456  -0.325
O  8.4108  -16.4524  -9.1470  0.132
C  7.7660  -15.2654  -8.9024  -0.581
O  7.1750  -14.6265  -9.7336  0.156
O  7.7972  -15.0394  -7.6318  0.094
F  8.9524  -18.2834  -7.8016  0.114
H  8.7157  -15.9611  -6.0061  0.152
H  7.3577  -16.8870  -6.7970  0.147
H  10.0621  -16.6176  -7.7995  0.176
C  5.6064  -11.1504  -7.1490  -0.014
C  5.3865  -10.9304  -5.6032  -0.319
O  5.3310  -12.2479  -5.1216  0.169
C  5.2885  -13.1374  -6.1224  -0.609
O  5.0580  -14.2953  -6.0062  0.160
O  5.5748  -12.5515  -7.2400  0.075
F  4.3350  -10.1869  -5.3630  0.101
H  6.5845  -10.8554  -7.5290  0.139
H  4.8744  -10.7448  -7.8473  0.143
H  6.1467  -10.2239  -5.2700  0.169

Record 4
ORCA calculation (the ωB97M-V functional and the def2-TZVPD basis) on a cluster of 2 separate species, C3H11N2 in total in a non-equilibrium geometry.

Properties
* charge: +1
* total energy: -6261.3087 eV
* Kohn-Sham gap: 10.6690 eV

Last column: Löwdin charge in e.
Element x y z (Å)
C  0.5184  1.3282  1.6430  -0.083
N  -0.1625  1.7032  0.3464  0.009
H  0.7782  2.3352  2.1462  0.111
H  -0.2040  0.6914  2.2728  0.110
H  1.5384  0.8777  1.3782  0.112
H  -0.2637  0.8145  -0.4585  0.063
H  0.3472  2.3467  -0.2380  0.124
H  -1.1325  2.1351  0.6065  0.191
C  -0.0252  -2.0218  0.2456  0.042
C  0.1668  -1.4555  -0.9372  -0.220
N  -0.4742  -0.2053  -1.3782  0.013
H  -0.3836  -1.3884  1.0619  0.054
H  0.5563  -2.9491  0.4401  0.092
H  0.8058  -1.8593  -1.6417  0.084
H  -1.5096  -0.5488  -1.8267  0.233
H  -0.0353  -0.0459  -2.2264  0.065

Record 5
ORCA calculation (the ωB97M-V functional and the def2-TZVPD basis) on a cluster of 2 separate species, C2H3Cl2P in total in a non-equilibrium geometry.

Properties
* total energy: -36454.2027 eV
* Kohn-Sham gap (alpha / beta): 7.0953 / 6.0800 eV

Last column: Löwdin charge in e.
Element x y z (Å)
C  1.4181  -0.1575  0.2624  -0.029
C  0.2976  0.3949  -0.1913  -0.526
P  -1.2252  0.4527  0.7720  0.596
Cl  -2.3716  -2.3472  -0.1773  -0.380
Cl  -2.2722  1.6946  -0.4522  0.178
H  2.4392  -0.1589  -0.2772  0.111
H  1.3453  -0.6797  1.1836  0.040
H  0.3689  0.8010  -1.1199  0.010

Record 6
ORCA calculation (the ωB97M-V functional and the def2-TZVPD basis) on a structure of composition C3H2N2S in a non-equilibrium geometry.

Properties
* total energy: -16954.7557 eV
* Kohn-Sham gap: 7.1608 eV

Last column: Löwdin charge in e.
Element x y z (Å)
C  0.9450  0.6279  -0.1158  -0.110
C  0.6162  -0.7497  0.0463  -0.103
C  -1.0858  0.4932  0.1366  -0.740
N  -0.1962  1.3732  -0.0973  0.078
N  -0.7283  -0.7836  0.3334  -0.230
S  -2.5111  -0.4817  -0.2230  0.931
H  1.8018  1.1992  -0.2478  0.078
H  1.1583  -1.6785  0.1677  0.096